1.
{
  "formula": "CH3NO3P",
  "method": "ωB97M-V/def2-TZVPD",
  "fmax_ha_per_bohr": 0.0459,
  "smiles": "CP([O-])ON=O",
  "total_charge": -1,
  "e_above_lowest_kcal_mol": 90.64,
  "symbols": ["C", "P", "O", "O", "N", "O", "H", "H", "H"],
  "coordinates": [[-0.40, -1.08, 0.56], [-1.14, 0.31, -0.51], [-1.98, 1.14, 0.39], [0.37, 1.23, -0.59], [1.58, 0.76, -0.92], [2.37, 1.64, -1.25], [0.47, -1.52, 0.08], [-1.16, -1.84, 0.72], [-0.12, -0.65, 1.53]],
  "nbo_charge": [-1.02, 1.29, -1.17, -0.61, 0.32, -0.41, 0.21, 0.20, 0.21]
}


2.
{
  "formula": "C14H23N2OPV",
  "method": "ωB97M-V/def2-TZVPD",
  "fmax_ha_per_bohr": 0.0314,
  "spin_multiplicity": 4,
  "s_squared": 3.7720,
  "e_above_lowest_kcal_mol": 0.00,
  "symbols": ["C", "C", "C", "C", "C", "C", "C", "C", "N", "V", "C", "P", "H", "H", "H", "H", "H", "H", "H", "H", "C", "C", "H", "C", "C", "H", "H", "H", "H", "H", "H", "H", "H", "H", "H", "H", "H", "H", "H", "O", "C", "N"],
  "coordinates": [[2.80, 0.21, -2.68], [3.12, 0.55, -1.37], [2.28, 0.20, -0.30], [1.11, -0.51, -0.56], [0.78, -0.87, -1.87], [1.64, -0.54, -2.93], [2.66, 0.52, 1.11], [1.70, 1.41, 1.91], [0.25, 1.23, 1.60], [-0.29, -0.79, 1.10], [-0.51, -1.56, -2.11], [-1.67, -0.96, -0.79], [4.05, 1.10, -1.15], [1.37, -0.81, -3.95], [3.45, 0.52, -3.51], [-0.44, -2.65, -2.04], [-0.92, -1.30, -3.10], [2.85, -0.39, 1.70], [3.60, 1.08, 1.06], [1.85, 1.23, 2.98], [-3.21, -1.90, -0.95], [-2.15, 0.55, -1.69], [1.91, 2.48, 1.73], [-0.14, 2.13, 0.50], [-0.55, 1.59, 2.78], [-0.95, -2.14, 0.29], [0.03, 3.16, 0.84], [0.45, 1.96, -0.40], [-1.20, 2.02, 0.26], [-0.52, 2.67, 2.94], [-1.58, 1.26, 2.61], [-0.18, 1.07, 3.67], [-2.63, 0.27, -2.64], [-2.86, 1.18, -1.14], [-1.32, 1.20, -1.96], [-3.59, -1.83, -1.98], [-3.01, -2.94, -0.66], [-3.92, -1.45, -0.24], [-1.94, -0.46, 0.83], [-1.25, -3.68, 4.06], [-0.77, -2.85, 3.37], [-0.32, -1.98, 2.66]],
  "nbo_charge": [-0.22, -0.25, 0.03, -0.40, -0.06, -0.21, -0.46, -0.21, -0.47, 0.81, -0.74, 1.20, 0.20, 0.20, 0.21, 0.24, 0.22, 0.22, 0.22, 0.21, -0.96, -0.99, 0.19, -0.42, -0.41, -0.11, 0.18, 0.24, 0.21, 0.19, 0.22, 0.22, 0.24, 0.23, 0.25, 0.24, 0.26, 0.25, -0.11, -0.59, 0.82, -0.90]
}


3.
{
  "formula": "CH12N2O4",
  "method": "ωB97M-V/def2-TZVPD",
  "fmax_ha_per_bohr": 0.0462,
  "smiles": "[H]/N=C/N.O.O.O.O",
  "e_above_lowest_kcal_mol": 39.19,
  "symbols": ["H", "N", "C", "N", "H", "H", "H", "O", "H", "H", "O", "H", "H", "O", "H", "H", "O", "H", "H"],
  "coordinates": [[0.88, -1.59, -3.22], [0.21, -1.47, -2.46], [0.63, -2.29, -1.55], [0.12, -2.34, -0.26], [1.63, -2.81, -1.77], [0.68, -1.77, 0.36], [-0.87, -2.14, -0.15], [-3.10, 1.16, 2.80], [-3.05, 0.69, 1.97], [-3.08, 0.56, 3.56], [1.21, -0.15, 1.57], [1.77, 0.25, 0.89], [0.63, 0.61, 1.67], [1.73, 1.64, -0.68], [1.40, 2.52, -0.43], [2.47, 1.88, -1.26], [-1.36, 1.48, -0.14], [-0.98, 2.34, 0.11], [-0.91, 1.43, -1.00]],
  "nbo_charge": [0.32, -0.67, 0.28, -0.88, 0.14, 0.42, 0.38, -0.96, 0.49, 0.47, -0.95, 0.48, 0.47, -0.95, 0.47, 0.48, -0.93, 0.45, 0.48]
}


4.
{
  "formula": "C5H5BrN4S2",
  "method": "ωB97M-V/def2-TZVPD",
  "fmax_ha_per_bohr": 0.0780,
  "e_above_lowest_kcal_mol": 61.61,
  "symbols": ["C", "C", "C", "C", "C", "N", "N", "N", "N", "S", "S", "Br", "H", "H", "H", "H", "H"],
  "coordinates": [[0.33, -0.24, 1.86], [1.95, 0.28, 0.25], [2.49, 0.50, -0.90], [-0.22, -1.37, 1.43], [-0.80, 0.48, -1.77], [1.50, 0.26, 1.41], [-0.94, 1.24, -0.74], [-2.64, -0.26, -0.38], [-1.97, 0.86, 0.01], [-2.51, 1.47, 1.39], [-1.94, -0.79, -1.73], [0.47, -2.67, 0.11], [-0.09, 0.31, 2.58], [3.04, -0.32, -1.51], [2.51, 1.49, -1.46], [-1.17, -1.84, 1.90], [-0.04, 0.61, -2.44]],
  "nbo_charge": [-0.06, 0.45, -0.66, -0.30, -0.17, -0.44, -0.23, -0.42, -0.10, -0.02, 0.70, 0.00, 0.23, 0.26, 0.26, 0.25, 0.24]
}


5.
{
  "formula": "C2H9N2S2",
  "method": "ωB97M-V/def2-TZVPD",
  "fmax_ha_per_bohr": 0.0565,
  "total_charge": 1,
  "e_above_lowest_kcal_mol": 9.20,
  "symbols": ["C", "S", "S", "H", "H", "H", "H", "N", "C", "N", "H", "H", "H", "H", "H"],
  "coordinates": [[0.85, -2.72, -0.53], [-0.31, -1.50, -1.29], [1.07, -0.73, -2.65], [1.43, -3.23, -1.33], [0.18, -3.41, 0.01], [1.51, -2.14, 0.14], [0.81, 0.61, -2.53], [0.23, 0.97, 0.80], [-0.97, 1.45, 0.69], [-1.43, 2.44, 1.49], [0.89, 1.31, 1.49], [0.49, 0.21, 0.20], [-1.57, 1.14, -0.14], [-2.38, 2.74, 1.50], [-0.79, 2.84, 2.16]],
  "nbo_charge": [-0.72, 0.03, -0.11, 0.25, 0.25, 0.21, 0.13, -0.69, 0.41, -0.72, 0.42, 0.45, 0.24, 0.44, 0.42]
}


6.
{
  "formula": "C5H5NO",
  "method": "ωB97M-V/def2-TZVPD",
  "fmax_ha_per_bohr": 0.0217,
  "smiles": "N#C[C@@H]1C[C@@H]1C=O",
  "e_above_lowest_kcal_mol": 35.75,
  "symbols": ["N", "C", "C", "C", "C", "C", "O", "H", "H", "H", "H", "H"],
  "coordinates": [[0.51, 1.36, -2.45], [0.51, 0.51, -1.66], [0.47, -0.57, -0.70], [-0.85, -0.93, -0.06], [0.22, -0.28, 0.76], [0.06, 1.13, 1.26], [0.94, 1.95, 1.21], [1.17, -1.38, -0.92], [-1.70, -0.32, -0.34], [-1.07, -1.98, 0.08], [0.78, -0.91, 1.45], [-0.92, 1.38, 1.72]],
  "nbo_charge": [-0.30, 0.27, -0.33, -0.38, -0.32, 0.43, -0.47, 0.26, 0.23, 0.23, 0.25, 0.12]
}